Record 1
The following is a DFT calculation (the ωB97M-V functional and the def2-TZVPD basis) of a cluster of 2 separate species, C4H8O3 in total in a non-equilibrium geometry.

Each line ends with the natural charge from an NBO analysis.
Element x y z (Å)
C  1.1800  -2.3455  0.0085  -0.673
C  0.8575  -0.9786  -0.6460  0.211
O  1.4099  -0.7605  -1.9968  -0.703
C  0.0589  -0.0899  -0.1610  0.049
O  -0.3597  1.1231  -0.8101  -0.720
H  2.2885  -2.5406  0.0577  0.212
H  0.9138  -3.1628  -0.6873  0.223
H  0.8684  -2.4346  1.0660  0.245
H  2.0256  -1.4450  -2.0433  0.468
H  -0.5548  -0.2848  0.6709  0.200
H  -0.1821  1.1413  -1.7447  0.489
C  -2.1051  2.6688  1.1950  0.310
O  -2.3618  1.7420  1.9061  -0.506
H  -2.9975  3.3721  0.7959  0.065
H  -1.1842  3.0383  0.7998  0.130

LUMO level = 0.73 eV
Electronic energy = -382.841069 a.u.
ΔE to the lowest compared entry with this formula, charge and spin = 324.9 kJ/mol
HOMO level = -8.8 eV
Multiplicity = 1
SMILES = C/C(O)=C/O.C=O

Record 2
The following is a DFT calculation (the ωB97M-V functional and the def2-TZVPD basis) of a structure of composition C27H59HfN2O13 in a non-equilibrium geometry.

Each line ends with the Löwdin charge.
Element x y z (Å)
Hf  -3.7086  4.7964  0.1145  1.880
C  1.8464  1.6525  1.4201  -0.015
C  0.5794  1.1053  0.7030  -0.473
C  0.1007  -0.1560  1.3919  -0.057
O  -0.4378  2.1276  0.5908  -0.059
H  2.6052  0.9277  1.7150  0.091
H  1.6351  2.0510  2.4124  0.090
H  2.3202  2.3105  0.6917  0.088
H  0.9674  0.8316  -0.2781  0.144
H  0.9198  -0.8647  1.5145  0.087
H  -0.6242  -0.6414  0.7383  0.077
H  -0.4605  -0.0341  2.3183  0.090
C  7.2875  3.6753  -0.5807  0.036
N  7.3735  2.2205  -1.1321  -0.382
O  8.0995  2.2024  -2.1590  0.055
O  6.6371  1.3667  -0.6158  0.029
H  6.4822  3.8847  0.1233  0.079
H  7.1557  4.4444  -1.3418  0.088
H  8.2770  3.8636  -0.1641  0.095
C  2.4272  -2.4596  -3.4620  0.012
N  2.5637  -3.2771  -4.6727  -0.409
O  3.5180  -2.9220  -5.3914  0.065
O  1.9123  -4.3385  -4.8089  0.048
H  2.9289  -2.9911  -2.6533  0.096
H  1.3715  -2.3432  -3.2171  0.090
H  2.9270  -1.4931  -3.5266  0.097
C  -6.3623  -7.0131  -3.2364  -0.051
O  -6.1777  -5.5922  -3.0120  -0.153
C  -5.3502  -4.9908  -4.0179  -0.175
C  -3.8962  -5.0217  -3.5335  -0.234
O  -3.8499  -4.6970  -2.1814  -0.141
C  -2.6197  -5.1910  -1.6083  -0.074
H  -5.4490  -7.4683  -2.8533  0.092
H  -6.6668  -7.2298  -4.2603  0.099
H  -7.1187  -7.4568  -2.5892  0.093
H  -5.6908  -3.9556  -4.0369  0.121
H  -5.3862  -5.3611  -5.0424  0.132
H  -3.0983  -4.5562  -4.1121  0.133
H  -3.6529  -6.0716  -3.6963  0.122
H  -1.8185  -5.3673  -2.3260  0.092
H  -2.8291  -6.2298  -1.3529  0.091
H  -2.3206  -4.9246  -0.5945  0.088
C  -4.7405  0.4779  1.2586  -0.057
O  -4.7201  1.2754  0.0140  -0.252
C  -4.9531  0.3586  -1.1089  -0.195
C  -5.1303  1.1374  -2.3568  -0.244
O  -4.1510  2.1109  -2.4061  -0.243
C  -3.1770  1.8535  -3.3898  -0.081
H  -4.1275  -0.4232  1.2767  0.094
H  -5.7912  0.1989  1.3384  0.097
H  -4.4309  1.1325  2.0733  0.079
H  -5.7480  -0.3700  -0.9499  0.140
H  -4.1759  -0.3816  -1.2988  0.129
H  -6.1393  1.5492  -2.3764  0.137
H  -5.1486  0.4152  -3.1730  0.143
H  -3.6690  1.8753  -4.3622  0.109
H  -2.6299  0.9754  -3.0466  0.100
H  -2.3428  2.5527  -3.4479  0.086
C  4.5877  0.8141  6.4391  -0.087
O  3.8854  -0.0078  7.3328  -0.117
C  2.6354  -0.3620  6.8015  -0.217
C  1.5120  -0.1750  7.8035  -0.164
O  1.3883  1.2321  8.1147  -0.145
C  0.1197  1.5310  8.6192  -0.120
H  4.7874  0.2483  5.5291  0.095
H  5.4865  1.2223  6.9013  0.103
H  3.9785  1.6857  6.1997  0.093
H  2.8033  -1.3926  6.4891  0.139
H  2.3177  0.1658  5.9022  0.116
H  1.8417  -0.6926  8.7043  0.139
H  0.6062  -0.6195  7.3912  0.129
H  -0.6880  1.6019  7.8907  0.089
H  0.1189  2.5029  9.1126  0.094
H  -0.1314  0.8662  9.4457  0.098
C  -3.9905  6.8959  -3.4414  -0.039
O  -2.7946  6.7249  -2.5493  -0.312
C  -1.7615  7.6939  -2.8390  -0.165
C  -0.5980  7.3387  -1.8897  -0.138
O  -1.1594  6.8732  -0.6061  -0.281
C  -0.1709  7.1614  0.4159  -0.093
H  -4.3364  7.9210  -3.3090  0.096
H  -4.8034  6.1702  -3.4142  0.084
H  -3.6128  6.8582  -4.4632  0.091
H  -2.1682  8.6695  -2.5730  0.133
H  -1.5119  7.6615  -3.8995  0.140
H  0.0521  8.2005  -1.7387  0.138
H  -0.0801  6.5826  -2.4799  0.131
H  0.8197  6.7463  0.2299  0.100
H  -0.3884  6.5195  1.2696  0.074
H  -0.1115  8.1836  0.7896  0.108
C  4.7357  -6.5537  -0.5090  -0.034
C  3.8174  -6.0756  0.4616  0.000
C  4.0112  -4.8230  1.0689  -0.066
C  5.1795  -4.1714  0.8720  -0.088
C  6.0992  -4.6566  -0.0201  -0.026
C  5.9092  -5.8445  -0.7537  -0.022
H  4.7349  -7.5119  -1.0073  0.116
H  2.9915  -6.6822  0.8027  0.115
H  3.3488  -4.4045  1.8122  0.111
H  5.4871  -3.2266  1.2955  0.117
H  7.0100  -4.1062  -0.2042  0.122
H  6.7001  -6.3155  -1.3185  0.122

LUMO level = -12.74 eV
Charge = +3
Electronic energy = -2197.807151 a.u.
ΔE to the lowest compared entry with this formula, charge and spin = 1163.1 kJ/mol
HOMO level = -14.2 eV
Multiplicity = 1

Record 3
The following is a DFT calculation (the ωB97M-V functional and the def2-TZVPD basis) of a cluster of 7 separate species, C19H41F3O9S in total in a non-equilibrium geometry.

Each line ends with the Löwdin charge.
Element x y z (Å)
O  0.3927  0.1924  0.1238  0.149
H  1.0256  0.5874  0.8422  0.074
H  -0.5109  -0.0778  0.4484  0.090
H  0.2585  0.9632  -0.4720  0.078
C  -0.0797  -2.1181  3.7243  -0.092
C  -0.1085  -2.0875  5.2879  -0.744
C  0.9671  -3.0098  5.8835  -0.139
O  -0.1209  -0.8409  5.7774  -0.320
H  -0.7855  -1.4004  3.2945  0.037
H  -0.4755  -3.0791  3.3302  0.040
H  0.8878  -2.0396  3.2138  0.053
H  -1.1074  -2.5516  5.5244  0.086
H  1.9735  -2.6035  5.7350  0.051
H  0.9466  -4.0412  5.4970  0.038
H  0.7882  -3.0627  6.9624  0.042
C  3.6554  2.7019  1.2492  -0.089
C  2.9974  1.3000  1.3086  -0.667
C  4.0043  0.1798  1.6647  -0.080
O  1.8096  1.3675  2.0011  -0.253
H  4.0174  2.9348  2.2529  0.067
H  2.8831  3.3973  0.9301  0.042
H  4.4995  2.6459  0.5494  0.052
H  2.7494  1.0305  0.2418  0.093
H  3.6133  -0.7706  1.2931  0.059
H  4.2525  0.1315  2.7249  0.069
H  4.9124  0.3043  1.0567  0.051
C  -3.6863  2.3165  2.1166  -0.658
F  -2.9987  3.3818  1.6591  0.089
F  -4.3278  2.6903  3.2279  0.112
F  -4.6196  2.0271  1.1998  0.096
S  -2.5983  0.8206  2.4668  0.466
O  -2.0314  0.4538  1.1587  -0.362
O  -1.6754  1.2080  3.4746  -0.245
O  -3.6085  -0.1613  2.8075  -0.328
C  -1.7123  3.5575  -1.6769  -0.171
C  -0.5608  4.5428  -1.6057  -0.162
C  0.5261  3.6296  -1.0240  -0.132
O  0.2365  2.3098  -1.6035  -0.223
C  -1.0415  2.3589  -2.2914  -0.186
H  -2.5431  3.8677  -2.3117  0.118
H  -2.0063  3.2589  -0.6689  0.113
H  -0.8204  5.3906  -0.9730  0.112
H  -0.2977  4.9235  -2.5963  0.107
H  0.3997  3.5771  0.0581  0.131
H  1.5525  3.7435  -1.3637  0.122
H  -1.5505  1.4079  -2.1454  0.128
H  -0.8181  2.5712  -3.3439  0.116
C  -2.6217  -3.5840  -1.9513  -0.162
C  -3.4558  -3.1794  -0.7194  -0.163
C  -2.4544  -2.6887  0.3399  -0.171
O  -1.3311  -2.3054  -0.4497  -0.147
C  -1.1981  -3.2144  -1.5265  -0.203
H  -2.9918  -3.0059  -2.7990  0.097
H  -2.7130  -4.6487  -2.1619  0.095
H  -3.9889  -4.0946  -0.4523  0.098
H  -4.1793  -2.3921  -0.9300  0.104
H  -2.2132  -3.5718  0.9469  0.119
H  -2.8212  -1.9123  1.0048  0.099
H  -0.6270  -4.0885  -1.1874  0.120
H  -0.5996  -2.6976  -2.2716  0.081
C  1.8546  -0.2596  -3.1781  -0.142
C  0.9196  -1.2185  -3.9002  -0.178
C  1.1314  -0.8768  -5.3657  -0.234
O  2.5021  -0.5788  -5.4488  -0.161
C  2.8293  0.2342  -4.2820  -0.150
H  2.4682  -0.7176  -2.4082  0.116
H  1.1980  0.5213  -2.8077  0.083
H  -0.0921  -1.0395  -3.5371  0.101
H  1.2120  -2.2452  -3.6742  0.110
H  0.5379  0.0171  -5.6215  0.117
H  0.8306  -1.6565  -6.0651  0.115
H  2.6814  1.2871  -4.5257  0.110
H  3.8579  -0.0135  -4.0387  0.111

LUMO level = 3.81 eV
Charge = -2
Electronic energy = -2123.347863 a.u.
ΔE to the lowest compared entry with this formula, charge and spin = 35.9 kJ/mol
HOMO level = 0.6 eV
Multiplicity = 1

Record 4
The following is a DFT calculation (the ωB97M-V functional and the def2-TZVPD basis) of a cluster of 2 separate species, C3H3N3O in total in a non-equilibrium geometry.

Each line ends with the natural charge from an NBO analysis.
Element x y z (Å)
N  -1.5983  1.2837  -0.1078  -0.601
C  -0.4608  0.9150  0.1021  0.522
C  0.8031  0.6870  0.4321  -0.577
C  1.4580  -0.5683  0.8216  0.409
O  0.9665  -1.6739  0.8823  -0.528
H  -1.9352  1.3330  -1.0670  0.403
H  1.4152  1.5822  0.4312  0.255
H  2.5240  -0.4064  1.0845  0.113
N  -1.9687  -1.2825  -1.5558  -0.036
N  -1.2037  -1.8699  -1.0233  0.038

LUMO level = 0.44 eV
Electronic energy = -355.603365 a.u.
ΔE to the lowest compared entry with this formula, charge and spin = 95.9 kJ/mol
HOMO level = -9.7 eV
Multiplicity = 1
SMILES = N=C=CC=O.N#N

Record 5
The following is a DFT calculation (the ωB97M-V functional and the def2-TZVPD basis) of a structure of composition C4H12BIInO2STi in a non-equilibrium geometry.

Each line ends with the Löwdin charge.
Element x y z (Å)
C  -1.4730  -1.4532  -1.6159  -0.123
O  -1.3244  -2.0246  -0.2597  -0.111
B  0.1227  -2.3549  -0.0225  -0.593
O  0.7935  -3.5491  -0.5928  -0.025
In  1.2578  -0.8192  1.2716  0.288
I  -0.3080  -0.3898  3.5681  0.249
C  1.5802  1.0041  -0.0309  -0.343
C  0.2916  2.0088  -0.1626  -0.368
C  -0.1971  2.7031  1.2396  -0.542
S  -2.0911  2.5269  1.3703  0.581
H  -0.9816  -0.3726  -1.7233  0.115
H  -1.0326  -2.1834  -2.4213  0.040
H  -2.6263  -1.3254  -1.8439  0.184
H  0.1597  -4.3313  -0.4191  0.169
H  2.8242  -1.5103  1.8157  -0.048
H  1.8061  0.6008  -1.1317  0.004
H  2.5333  1.6294  0.3125  0.079
H  -0.6507  1.5111  -0.6499  0.053
H  0.6308  2.8932  -0.8890  0.119
H  -0.0159  3.8737  1.1284  0.100
H  0.3662  2.2569  2.1652  0.032
H  -2.3796  1.1435  1.2846  -0.148
Ti  0.7145  -1.8377  -2.3935  1.288

LUMO level = -7.17 eV
Charge = +1
Electronic energy = -2069.866756 a.u.
HOMO level = -11.0 eV
Multiplicity = 1

Record 6
The following is a DFT calculation (the ωB97M-V functional and the def2-TZVPD basis) of the ion C4H9N2O2 with charge -1 in a non-equilibrium geometry.

Each line ends with the natural charge from an NBO analysis.
Element x y z (Å)
C  -0.3026  1.3522  0.8598  -0.633
C  0.2459  0.6467  -0.3957  -0.153
N  -0.6288  -0.3726  -0.9618  -0.824
C  -2.0297  -0.9025  0.0106  0.203
O  -2.9041  -0.0360  0.2671  -0.843
C  1.6075  0.0190  -0.0364  0.675
N  1.8138  -1.1949  -0.6328  -0.867
O  2.4223  0.5737  0.6853  -0.671
H  -1.3648  1.5385  0.7165  0.254
H  0.2175  2.2957  1.0296  0.193
H  -0.1791  0.7481  1.7619  0.199
H  0.4839  1.4248  -1.1296  0.188
H  -1.1461  0.0018  -1.7485  0.340
H  -1.3753  -1.2807  0.8273  0.058
H  -2.2520  -1.7029  -0.7091  0.074
H  2.4548  -1.8104  -0.1598  0.372
H  0.8765  -1.5263  -0.9280  0.435

LUMO level = 4.06 eV
Charge = -1
Electronic energy = -417.817913 a.u.
ΔE to the lowest compared entry with this formula, charge and spin = 169.9 kJ/mol
HOMO level = -3.4 eV
Multiplicity = 1
SMILES = C[C@H](NC[O-])C(N)=O